ORCA calculation (wB97M-V/def2-TZVPD) on C14H17N3O4 in the gas phase.

```
38
C14H17N3O4, DFT wB97M-V/def2-TZVPD
N -3.347 -3.197 -1.680
C -3.208 -1.833 -2.324
C -4.514 -1.176 -1.821
O -4.482 -1.168 -0.477
C -1.912 -1.177 -2.037
O -0.931 -1.339 -2.833
N -1.668 -0.579 -0.911
C -0.346 -0.615 -0.623
C -0.066 0.797 -0.035
C 1.408 1.167 0.234
C 2.288 1.090 -0.821
N 3.464 1.614 -0.350
C 3.445 1.827 0.986
C 4.337 2.451 1.842
C 3.993 2.868 3.018
C 2.671 2.544 3.663
C 1.784 1.921 2.791
C 2.164 1.529 1.553
C -0.066 -1.866 0.224
O -0.596 -3.084 -0.193
O 0.896 -1.614 1.363
H -2.904 -3.775 -2.549
H -2.517 -3.112 -0.982
H -3.353 -1.890 -3.355
H -4.598 -0.112 -2.087
H -5.550 -1.468 -2.249
H -4.126 -2.163 -0.244
H -2.470 -0.362 -0.220
H 0.195 -0.780 -1.475
H -0.474 0.891 1.057
H -0.423 1.536 -0.861
H 2.006 0.820 -1.964
H 4.364 1.216 -1.046
H 5.413 2.376 1.539
H 4.782 3.333 3.774
H 2.524 2.511 4.751
H 0.765 1.332 2.955
H 1.053 -0.513 1.385
```

F_max: 9.57 eV/Å
Frontier orbital gap: 0.332 Ha
DFT total energy: -27447.031 eV
E_LUMO: 0.352 eV
ΔE to the lowest compared entry with this formula, charge and spin: 9.286 eV
SMILES: N[C@@H](CO)C(=O)N[C@@H](Cc1c[nH]c2ccccc12)C(=O)O


ORCA calculation (wB97M-V/def2-TZVPD) on C14H17N3O8P2 in the gas phase.

```
44
C14H17N3O8P2, DFT wB97M-V/def2-TZVPD
N -1.789 1.855 3.510
C -1.161 1.299 2.630
C -0.411 0.498 1.419
C -1.534 -0.428 0.757
C -2.946 0.323 0.436
O -3.253 -0.021 -0.966
C -4.184 -0.218 1.344
N -5.472 -0.288 0.581
O 0.677 -0.209 2.079
C 0.890 -1.527 1.565
O 0.333 -2.485 2.202
C 1.803 -1.940 0.326
C 1.317 -2.370 -1.089
C 2.335 -2.728 -2.257
C 3.873 -2.637 -1.956
C 4.435 -2.239 -0.521
C 3.373 -1.907 0.586
C 0.252 1.637 0.478
C -0.042 3.095 1.137
N -0.193 4.169 1.689
P 2.195 1.510 0.480
O 2.756 0.809 -0.978
O 2.843 3.128 0.445
P -0.322 1.738 -1.307
O -1.682 2.470 -1.513
O -0.262 0.266 -2.175
O 0.820 2.773 -2.111
H -1.187 -1.044 -0.156
H -1.816 -1.225 1.560
H -2.903 1.462 0.527
H -3.127 -1.000 -1.092
H -4.304 0.553 2.206
H -3.979 -1.286 1.747
H -5.584 0.546 -0.013
H -5.531 -1.156 0.019
H 0.197 -2.419 -1.318
H 1.896 -3.009 -3.291
H 4.585 -2.867 -2.829
H 5.568 -2.189 -0.361
H 3.808 -1.626 1.623
H 3.121 1.522 -1.567
H 3.645 3.172 1.018
H 0.457 0.278 -2.857
H 0.506 3.714 -2.005
```

F_max: 7.07 eV/Å
Frontier orbital gap: 0.316 Ha
DFT total energy: -54213.967 eV
E_LUMO: -0.590 eV
ΔE to the lowest compared entry with this formula, charge and spin: 8.962 eV
SMILES: N#C[C@](C[C@@H](O)CN)(OC(=O)c1ccccc1)[C@@](C#N)(P(O)O)P(=O)(O)O


ORCA calculation (wB97M-V/def2-TZVPD) on C14H17N3S in the gas phase.

```
35
C14H17N3S, DFT wB97M-V/def2-TZVPD
C -4.854 0.119 -1.113
C -4.021 0.645 0.054
C -2.887 1.548 -0.455
C -1.681 1.488 0.477
N -1.125 0.151 0.456
C 0.206 -0.030 0.310
C 0.796 -1.302 0.103
C 2.158 -1.362 0.001
C 2.884 -0.156 0.096
C 4.321 -0.085 0.003
C 5.245 -1.082 -0.163
C 6.567 -0.600 -0.207
C 6.633 0.752 -0.075
S 5.083 1.470 0.107
N 2.254 1.001 0.268
N 0.972 1.070 0.376
C -2.067 -0.945 0.379
C -3.434 -0.503 0.890
H -5.706 -0.452 -0.751
H -4.255 -0.526 -1.753
H -5.226 0.946 -1.713
H -4.680 1.231 0.703
H -3.232 2.578 -0.542
H -2.571 1.220 -1.447
H -0.895 2.173 0.157
H -1.976 1.760 1.498
H 0.197 -2.194 0.015
H 2.665 -2.301 -0.161
H 4.994 -2.124 -0.250
H 7.428 -1.232 -0.332
H 7.506 1.373 -0.074
H -2.154 -1.309 -0.656
H -1.709 -1.774 0.999
H -3.326 -0.189 1.929
H -4.110 -1.359 0.873
```

F_max: 1.14 eV/Å
Frontier orbital gap: 0.302 Ha
DFT total energy: -30098.678 eV
E_LUMO: 0.739 eV
ΔE to the lowest compared entry with this formula, charge and spin: 1.402 eV
SMILES: CC1CCN(c2ccc(-c3cccs3)nn2)CC1


ORCA calculation (wB97M-V/def2-TZVPD) on a molecular structure, C14H17N8O2S3SbSe4Tc.

```
50
C14H17N8O2S3SbSe4Tc, DFT wB97M-V/def2-TZVPD
Tc -0.161 0.002 0.140
N -0.303 0.769 -3.133
C -0.736 1.714 -2.298
N -0.842 1.566 -0.975
C -1.314 2.733 -0.348
C -1.550 3.744 -1.185
S -1.204 3.279 -2.817
C -1.454 2.569 1.089
C -1.943 3.357 2.050
S -1.842 2.565 3.587
C -1.142 1.184 2.851
N -1.018 1.309 1.533
N -0.762 0.102 3.536
H -0.069 -0.173 -2.827
H -0.294 0.948 -4.124
H -1.918 4.734 -0.961
H -2.359 4.350 1.963
H -0.823 0.101 4.542
H -0.080 -0.523 3.134
N 0.832 -2.106 -3.112
N 1.868 -2.504 -2.258
C 2.017 -2.090 -0.984
O 2.900 -2.409 -0.250
O 0.985 -1.237 -0.565
H 0.202 -2.888 -3.262
H 1.243 -1.874 -4.011
H 2.532 -3.205 -2.559
N 3.932 0.337 -0.104
C 3.151 0.201 0.957
S 1.728 1.252 1.002
N 3.471 -0.668 1.885
C 2.958 -0.926 3.213
C 2.415 0.052 4.029
C 2.062 -0.284 5.333
C 2.240 -1.575 5.811
C 2.788 -2.542 4.978
C 3.153 -2.217 3.682
H 3.709 1.031 -0.799
H 4.814 -0.150 -0.190
H 4.182 -1.335 1.609
H 2.327 1.077 3.696
H 1.684 0.488 5.993
H 1.984 -1.819 6.834
H 2.954 -3.547 5.344
H 3.597 -2.970 3.037
Se -7.034 -3.271 2.443
Sb -4.893 -3.859 1.937
Se -2.018 -1.357 0.406
Se -3.462 -1.179 2.051
Se -3.126 -5.228 1.433
```

Net charge: +3
F_max: 0.97 eV/Å
Frontier orbital gap (alpha / beta): 0.188 / 0.188 Ha
DFT total energy: -333411.871 eV
E_LUMO (alpha / beta): -11.010 / -11.008 eV


ORCA calculation (wB97M-V/def2-TZVPD) on 2 unconnected molecules or ions with the total composition C14H17NO6P.

```
39
C14H17NO6P, DFT wB97M-V/def2-TZVPD
C 0.412 0.647 4.855
P -0.598 0.945 3.245
O 0.394 2.004 2.221
C -0.726 -0.676 2.243
C -1.153 -0.237 0.703
C -2.813 -0.318 0.523
O -3.213 -1.047 -0.691
C -2.680 -0.431 -1.917
O -3.387 0.522 -2.565
C -1.241 -0.856 -2.638
C -0.273 0.289 -3.343
C 1.143 -0.052 -4.115
C 1.611 -1.626 -4.147
C 0.673 -2.793 -3.437
C -0.756 -2.447 -2.654
N -3.160 -1.091 1.807
C -1.952 -1.730 2.519
O -1.905 -2.918 3.178
H 1.197 1.508 4.992
H 1.014 -0.359 4.778
H -0.244 0.621 5.833
H 0.074 2.963 2.315
H 0.294 -1.227 2.065
H -0.638 0.691 0.211
H -0.841 -1.223 0.107
H -3.335 0.726 0.722
H -0.616 1.411 -3.290
H 1.794 0.789 -4.604
H 2.618 -1.879 -4.690
H 1.064 -3.915 -3.514
H -1.417 -3.257 -2.127
H -3.523 -0.500 2.592
C 3.001 2.654 0.261
C 3.406 1.600 -0.754
O 4.564 1.120 -0.601
O 2.529 1.338 -1.624
H 3.800 2.837 0.986
H 2.776 3.595 -0.250
H 2.110 2.323 0.804
```

Net charge: -1
F_max: 9.28 eV/Å
Frontier orbital gap: 0.216 Ha
DFT total energy: -37846.142 eV
E_LUMO: 1.722 eV
ΔE to the lowest compared entry with this formula, charge and spin: 11.120 eV


ORCA calculation (wB97M-V/def2-TZVPD) on a molecular structure, C14H18AsF10N3Pt.

```
47
C14H18AsF10N3Pt, DFT wB97M-V/def2-TZVPD
Pt -0.411 0.488 0.248
C 1.228 1.130 2.963
C -0.270 1.068 3.171
N -0.982 0.193 2.189
C -2.466 0.478 2.225
C -3.164 0.230 3.553
C -0.704 -1.241 2.509
C -0.984 -2.094 1.290
N -0.199 -1.470 0.226
C 0.442 -2.239 -0.696
C 1.738 -1.884 -1.124
F 2.332 -0.843 -0.575
C 2.418 -2.669 -2.035
F 3.639 -2.311 -2.400
C 1.836 -3.805 -2.555
C 0.563 -4.177 -2.136
F -0.010 -5.260 -2.643
C -0.118 -3.431 -1.208
F -1.349 -3.779 -0.838
H 1.617 1.956 3.556
H 1.501 1.310 1.921
H 1.729 0.222 3.298
H -0.722 2.057 3.099
H -0.495 0.672 4.163
H -2.923 -0.119 1.437
H -2.568 1.523 1.934
H -3.218 -0.826 3.814
H -4.190 0.586 3.461
H -2.707 0.774 4.377
H -1.285 -1.551 3.374
H 0.353 -1.315 2.758
H -2.043 -2.109 1.020
H -0.665 -3.121 1.461
H 2.364 -4.405 -3.284
F 1.359 1.743 -1.371
As 0.545 1.578 -2.924
F 1.328 0.055 -3.134
F -0.713 0.688 -1.926
F -0.424 1.310 -4.296
F -0.328 3.032 -2.557
F 1.773 2.427 -3.734
C -1.157 4.914 -0.505
C -0.975 3.545 -0.074
N -0.830 2.463 0.264
H -2.042 5.333 -0.029
H -1.272 4.914 -1.588
H -0.277 5.496 -0.234
```

Net charge: +1
F_max: 0.87 eV/Å
Frontier orbital gap (alpha / beta): 0.327 / 0.241 Ha
DFT total energy: -110536.101 eV
2S+1: 2
E_LUMO (alpha / beta): -3.653 / -6.023 eV
ΔE to the lowest compared entry with this formula, charge and spin: 0.484 eV


ORCA calculation (wB97M-V/def2-TZVPD) on a molecular structure, C14H18BClN8O4RuS2.

```
49
C14H18BClN8O4RuS2, DFT wB97M-V/def2-TZVPD
Ru -0.148 -1.014 -0.329
C -2.628 3.731 -0.154
N -1.372 3.348 0.489
C -0.790 3.993 1.571
C 0.307 3.289 1.916
N 0.418 2.240 1.013
B 1.437 1.144 0.919
N 2.355 1.260 -0.274
C 3.089 2.363 -0.690
C 3.914 1.946 -1.673
N 3.678 0.594 -1.863
C 4.353 -0.266 -2.833
C 2.744 0.201 -0.996
S 2.170 -1.410 -0.743
C -0.630 2.282 0.186
S -0.961 1.104 -1.037
H -3.454 3.169 0.278
H -2.566 3.540 -1.222
H -2.785 4.794 0.004
H -1.214 4.890 1.987
H 1.029 3.453 2.696
H 0.635 -0.008 0.648
H 1.918 0.805 1.952
H 2.957 3.341 -0.263
H 4.629 2.484 -2.270
H 4.638 0.336 -3.691
H 3.664 -1.047 -3.148
H 5.237 -0.715 -2.387
N -3.766 -2.569 0.918
C -4.346 -1.987 -0.184
C -3.386 -1.214 -0.765
N -2.240 -1.317 -0.024
C -2.494 -2.146 0.977
C -1.379 -2.425 1.849
N -0.225 -1.851 1.517
C 0.716 -2.242 2.441
C 0.108 -3.053 3.344
N -1.211 -3.157 2.955
H -4.229 -3.205 1.548
H -5.372 -2.168 -0.451
H -3.446 -0.606 -1.651
H 1.741 -1.920 2.385
H 0.486 -3.558 4.215
H -1.914 -3.698 3.434
O -1.452 -3.076 -3.265
Cl -0.320 -2.603 -2.594
O 0.903 -2.986 -3.155
O -0.410 -1.096 -2.454
O -0.392 -2.972 -1.126
```

Net charge: +2
F_max: 0.48 eV/Å
Frontier orbital gap: 0.242 Ha
DFT total energy: -72353.347 eV
E_LUMO: -7.495 eV
ΔE to the lowest compared entry with this formula, charge and spin: 0.000 eV


ORCA calculation (wB97M-V/def2-TZVPD) on a molecular structure, C14H18Cl2N2OSTa.

```
39
C14H18Cl2N2OSTa, DFT wB97M-V/def2-TZVPD
Ta -0.239 1.249 0.651
Cl 1.855 0.133 -0.001
C 2.447 -0.369 1.675
C 3.601 -1.092 1.661
C 4.076 -1.496 2.913
C 3.396 -1.175 4.075
C 2.215 -0.438 4.037
Cl 1.388 -0.057 5.480
C 1.710 -0.007 2.806
S 0.231 1.006 2.855
H 4.128 -1.340 0.750
H 4.994 -2.067 2.964
H 3.776 -1.493 5.037
C -0.625 5.253 -0.762
C -0.187 4.705 0.542
C 1.228 4.857 0.953
O -0.376 2.971 0.358
H -0.581 6.343 -0.640
H -1.655 5.004 -1.007
H 0.042 4.995 -1.583
H -0.910 4.797 1.347
H 1.931 4.618 0.157
H 1.463 4.318 1.870
H 1.354 5.923 1.183
C -4.473 -2.232 1.062
C -3.752 -1.034 0.581
C -4.156 -0.025 -0.318
C -3.135 0.869 -0.431
N -2.065 0.434 0.365
N -2.517 -0.734 0.965
C -3.066 2.114 -1.234
H -5.503 -1.969 1.301
H -3.995 -2.677 1.932
H -4.504 -2.962 0.247
H -5.111 0.029 -0.815
H -1.969 -1.212 1.668
H -3.984 2.221 -1.806
H -2.237 2.099 -1.946
H -2.966 2.989 -0.591
```

Net charge: +3
F_max: 0.74 eV/Å
Frontier orbital gap: 0.210 Ha
DFT total energy: -57241.055 eV
E_LUMO: -12.815 eV
ΔE to the lowest compared entry with this formula, charge and spin: 1.198 eV


ORCA calculation (wB97M-V/def2-TZVPD) on a molecular structure, C14H18ClGdIn.

```
35
C14H18ClGdIn, DFT wB97M-V/def2-TZVPD
Gd -1.808 0.950 -0.624
Cl -2.457 2.398 -2.526
C -3.090 -0.783 0.150
H -2.715 -1.164 1.112
H -3.021 -1.614 -0.567
H -4.150 -0.516 0.287
In 0.974 -1.141 -3.795
C 2.571 0.106 -4.629
C -0.900 -0.782 -4.850
C 1.211 -2.639 -2.366
H -1.467 -1.711 -4.995
H -1.499 -0.068 -4.264
H -0.674 -0.346 -5.834
H 3.542 -0.365 -4.427
H 2.437 0.224 -5.713
H 2.530 1.092 -4.142
H 0.462 -3.427 -2.139
H 2.004 -2.611 -1.590
C 1.459 -1.187 4.016
C 1.208 -1.627 2.694
C 0.608 -0.779 1.775
C 0.243 0.547 2.146
C -0.444 1.436 1.299
C -0.834 2.700 1.649
C -0.602 3.130 2.999
C -0.018 2.271 3.902
C 0.454 0.988 3.508
C 1.056 0.086 4.420
H 1.942 -1.862 4.726
H 1.505 -2.631 2.389
H 0.394 -1.119 0.754
H -1.302 3.364 0.913
H -0.899 4.130 3.306
H 0.092 2.550 4.952
H 1.187 0.402 5.464
```

Net charge: -1
F_max: 2.21 eV/Å
Frontier orbital gap (alpha / beta): 0.142 / 0.206 Ha
DFT total energy: -53337.920 eV
2S+1: 8
E_LUMO (alpha / beta): 1.466 / 2.333 eV
ΔE to the lowest compared entry with this formula, charge and spin: 0.000 eV


ORCA calculation (wB97M-V/def2-TZVPD) on a molecular structure, C14H18ClHfN2O8.

```
44
C14H18ClHfN2O8, DFT wB97M-V/def2-TZVPD
Hf 7.022 -18.094 34.574
Cl 9.157 -15.445 36.529
O 9.435 -16.089 37.782
O 8.065 -14.543 36.763
O 10.209 -14.776 35.851
O 8.705 -16.487 35.562
C 12.240 -15.693 33.149
N 12.822 -14.653 32.252
O 12.983 -13.541 32.703
O 12.909 -14.941 31.078
H 11.206 -15.376 33.274
H 12.818 -15.756 34.063
H 12.191 -16.643 32.624
C 7.122 -18.350 38.908
N 7.654 -19.258 37.854
O 7.682 -18.782 36.680
O 8.108 -20.317 38.087
H 7.894 -18.251 39.670
H 6.234 -18.769 39.374
H 6.992 -17.381 38.440
C 9.851 -12.397 39.177
C 10.885 -12.905 39.975
C 11.638 -12.075 40.893
C 11.400 -10.716 40.833
C 10.493 -10.140 39.940
C 9.698 -11.047 39.126
H 9.344 -13.141 38.576
H 11.167 -13.946 39.849
H 12.426 -12.412 41.554
H 12.025 -10.069 41.435
H 10.370 -9.066 39.985
H 9.040 -10.595 38.391
C 7.777 -15.832 42.556
C 6.504 -16.341 42.904
C 5.457 -16.367 41.969
C 5.766 -16.006 40.689
C 7.031 -15.433 40.324
C 7.994 -15.238 41.321
H 8.528 -15.699 43.324
H 6.359 -16.735 43.903
H 4.505 -16.811 42.225
H 4.980 -16.061 39.944
H 7.085 -14.968 39.346
H 8.857 -14.615 41.133
```

Net charge: +3
F_max: 4.05 eV/Å
Frontier orbital gap: 0.055 Ha
DFT total energy: -47946.588 eV
E_LUMO: -14.950 eV


ORCA calculation (wB97M-V/def2-TZVPD) on C14H18F2N2OS in the gas phase.

```
38
C14H18F2N2OS, DFT wB97M-V/def2-TZVPD
C -0.236 -0.508 2.255
C 0.662 -0.861 1.108
C 1.987 -0.444 1.136
C 2.868 -0.810 0.135
O 4.218 -0.399 0.189
C 4.463 0.858 -0.178
F 3.830 1.778 0.599
F 4.028 1.131 -1.437
C 2.456 -1.624 -0.909
C 1.141 -2.036 -0.953
C 0.230 -1.640 0.026
N -1.098 -2.086 -0.076
C -2.230 -1.322 -0.151
S -3.687 -2.090 -0.286
N -2.083 0.011 -0.123
C -3.168 0.961 -0.209
C -2.964 1.917 -1.403
C -2.687 3.305 -0.808
C -2.291 3.038 0.644
C -3.195 1.871 1.028
H 0.293 -0.671 3.193
H -0.524 0.542 2.222
H -1.136 -1.116 2.253
H 2.336 0.162 1.959
H 5.544 1.053 -0.131
H 3.160 -1.918 -1.671
H 0.800 -2.665 -1.761
H -1.239 -3.044 -0.364
H -1.147 0.387 -0.127
H -4.081 0.369 -0.299
H -2.122 1.574 -2.005
H -3.842 1.929 -2.046
H -3.595 3.908 -0.829
H -1.914 3.840 -1.357
H -2.436 3.908 1.281
H -1.241 2.744 0.702
H -2.873 1.344 1.924
H -4.212 2.230 1.187
```

F_max: 1.56 eV/Å
Frontier orbital gap: 0.321 Ha
DFT total energy: -36109.051 eV
E_LUMO: 0.606 eV
ΔE to the lowest compared entry with this formula, charge and spin: 0.000 eV
SMILES: Cc1cc(OC(F)F)ccc1NC(=S)NC1CCCC1


ORCA calculation (wB97M-V/def2-TZVPD) on a molecular structure, C14H18F2N2OS.

```
38
C14H18F2N2OS, DFT wB97M-V/def2-TZVPD
C -1.669 -3.284 -1.173
C -1.776 -2.149 -0.318
C -3.031 -1.506 -0.160
C -3.328 -0.569 0.711
C -2.300 -0.185 1.303
C -1.119 -0.634 1.342
C -0.937 -1.722 0.564
N 0.395 -2.133 0.097
C 1.596 -1.545 0.184
N 1.759 -0.275 0.274
H 0.824 0.490 0.079
C 2.855 0.609 0.155
C 2.863 1.595 1.010
H 2.099 1.754 1.930
H 3.784 1.955 1.486
C 2.464 2.865 0.258
H 2.791 3.721 0.589
H 1.446 2.820 -0.078
C 3.524 2.645 -1.122
H 4.422 2.860 -0.723
H 3.070 3.038 -2.065
C 3.175 1.111 -1.011
H 2.472 0.864 -1.785
H 4.138 0.605 -1.375
H 3.724 0.003 0.390
S 3.056 -2.539 0.294
H 0.465 -3.335 0.048
H -0.209 -0.012 1.855
H -2.573 0.771 2.254
O -4.648 -0.046 0.989
C -5.029 1.058 0.012
F -5.056 0.509 -1.360
F -4.169 2.058 0.102
H -6.078 1.171 0.279
H -4.067 -2.058 -0.675
H -2.583 -3.275 -1.790
H -0.883 -3.063 -2.125
H -1.465 -4.172 -0.443
```

F_max: 15.34 eV/Å
Frontier orbital gap: 0.295 Ha
DFT total energy: -36096.614 eV
E_LUMO: 0.331 eV
ΔE to the lowest compared entry with this formula, charge and spin: 12.436 eV